# CH4FIP2

A cluster of 2 separate species, CH4FIP2 in total (ωB97M-V/def2-TZVPD, OMol25).

Properties
Gap between HOMO and LUMO: 9.04 eV
Energy: -30495.23883 eV
Structure (SMILES): [H]/P=C\F.PI
ΔE to the lowest compared entry with this formula, charge and spin: 77.2 kcal per mole

```
9
Properties=species:S:1:pos:R:3:forces:R:3:lowdin_charge:R:1
C -1.661723 -0.562859 -0.320617 0.71 -0.68 1.95 -0.535
F -0.876956 0.313845 0.408087 -0.71 -0.26 -0.85 -0.156
P 2.151122 1.046582 -0.848221 0.59 0.12 -0.91 0.265
P -2.907669 -1.402110 0.442636 0.04 -0.95 -3.13 0.835
I 4.297496 0.768246 0.351442 -0.50 0.24 0.07 0.187
H -1.113651 -0.879422 -1.194589 -0.31 0.31 -0.54 0.033
H 1.638092 -0.144022 -0.409227 -0.10 -1.28 -0.07 -0.230
H 1.222500 1.559200 0.035092 0.09 0.95 0.91 -0.206
H -2.749211 -0.699464 1.535399 0.18 1.55 2.55 -0.193
```
Forces are in eV/Å.

=====

# CH4FIP2

An isolated molecule of CH4FIP2 (ωB97M-V/def2-TZVPD, OMol25).

Properties
Gap between HOMO and LUMO: 8.28 eV
Energy: -30495.03613 eV
ΔE to the lowest compared entry with this formula, charge and spin: 81.8 kcal per mole

```
9
Properties=species:S:1:pos:R:3:forces:R:3:lowdin_charge:R:1
C -0.494723 1.506285 -0.749893 1.53 -0.66 -0.78 -0.741
F -0.013199 0.963510 1.835197 0.89 -1.42 -2.81 -0.354
P 0.379638 -1.765375 0.231019 0.44 -0.71 -0.78 0.564
P 0.324623 0.408115 0.216075 0.62 2.34 2.79 0.283
I 0.342971 0.448655 -2.553206 -0.52 0.56 0.12 0.622
H -1.534278 1.709291 -0.824814 -0.72 -0.28 -0.02 -0.053
H -0.975436 -1.962514 0.273638 -1.25 0.03 -0.86 -0.149
H 0.183031 -1.907202 1.565166 0.63 0.14 1.78 -0.175
H 1.787373 0.599236 0.006816 -1.62 0.00 0.56 0.004
```
Forces are in eV/Å.

=====

# CH4FN2O

The ion CH4FN2O with charge +1 (ωB97M-V/def2-TZVPD, OMol25).

Properties
Gap between HOMO and LUMO: 10.94 eV
Energy: -8832.53753 eV
Structure (SMILES): C/[N+](O)=N\F
ΔE to the lowest compared entry with this formula, charge and spin: 132.6 kcal per mole
Total charge: +1

```
9
Properties=species:S:1:pos:R:3:forces:R:3:lowdin_charge:R:1
C 0.333177 -0.198668 -0.096306 1.26 -1.12 -1.45 -0.001
N -0.620959 0.555403 0.638558 0.66 0.55 1.42 -0.017
N -0.256473 1.086308 1.817174 -4.70 -0.34 -3.72 0.222
O -1.882682 0.480391 -0.321250 3.11 0.39 2.87 0.163
F 0.997246 0.880486 2.063860 0.42 -0.44 -0.43 0.107
H 0.730851 0.396228 -0.930458 -0.17 0.14 0.24 0.140
H 1.176224 -0.529574 0.516156 -0.41 0.11 -0.04 0.115
H -0.152611 -1.063600 -0.559427 -0.09 0.19 0.29 0.129
H -2.657533 0.953169 0.024294 -0.09 0.51 0.83 0.142
```
Forces are in eV/Å.

=====

# CH4FN3

An isolated molecule of CH4FN3 (ωB97M-V/def2-TZVPD, OMol25).

Properties
Gap between HOMO and LUMO: 9.91 eV
Energy: -8287.63628 eV
Structure (SMILES): NC(N)=NF
ΔE to the lowest compared entry with this formula, charge and spin: 0.0 kcal per mole

```
9
Properties=species:S:1:pos:R:3:forces:R:3:lowdin_charge:R:1
C -0.129352 -0.188764 0.086524 -1.98 -1.11 1.39 -0.481
N -1.333062 -0.781683 0.187617 3.45 0.80 -0.48 0.059
N 0.971258 -0.991287 0.191436 0.08 0.20 0.01 0.129
N 0.153108 1.166219 0.180811 -0.37 -3.02 1.74 0.170
F -2.287020 0.224119 0.200106 -0.75 0.84 -0.01 -0.139
H 0.840204 -1.871104 -0.208165 -0.62 -1.92 -0.32 0.075
H 1.753456 -0.619551 -0.280834 1.12 0.81 -0.20 0.081
H -0.703596 1.570123 0.142904 -2.97 2.34 -0.05 0.040
H 0.735005 1.491924 -0.500403 2.03 1.05 -2.07 0.065
```
Forces are in eV/Å.

=====

# CH4FNO

A structure of composition CH4FNO (ωB97M-V/def2-TZVPD, OMol25).

Properties
Gap between HOMO and LUMO (alpha / beta): 8.44 / 9.38 eV
Energy: -7349.60463 eV
ΔE to the lowest compared entry with this formula, charge and spin: 163.0 kcal per mole

```
8
Properties=species:S:1:pos:R:3:forces:R:3:lowdin_charge:R:1
C 1.040022 0.792081 0.298040 3.48 2.65 -0.71 -0.052
N -0.706275 -0.587110 0.768893 1.28 -1.37 0.84 -0.041
O -0.176398 0.539104 0.352963 -4.27 -0.34 1.07 -0.144
F -2.069972 -0.439322 0.762887 -0.08 0.91 -0.40 -0.082
H 1.158020 1.915584 0.209231 0.37 -1.71 -0.18 0.108
H 1.891657 0.096817 0.362601 -0.92 0.08 0.25 0.096
H -0.373431 -0.872649 -1.587718 -0.94 -1.61 0.53 0.055
H -0.763622 -1.444503 -1.166898 1.08 1.38 -1.39 0.061
```
Forces are in eV/Å.

=====

# CH4FNO2S2

An isolated molecule of CH4FNO2S2 (ωB97M-V/def2-TZVPD, OMol25).

Properties
Gap between HOMO and LUMO (alpha / beta): 6.41 / 7.22 eV
Energy: -31067.85328 eV
ΔE to the lowest compared entry with this formula, charge and spin: 9.1 kcal per mole
2S+1: 3

```
11
Properties=species:S:1:pos:R:3:forces:R:3:lowdin_charge:R:1
C -1.618872 0.226377 -0.446197 -3.55 -0.08 -2.89 -0.256
N 1.280863 -1.445819 0.845495 -0.39 -0.20 1.12 -0.293
O -0.017641 1.133445 1.260770 1.60 -0.45 3.89 -0.396
O 0.829790 0.302169 -1.003622 2.53 -1.26 -0.18 -0.664
F 3.138472 0.343263 0.083685 -1.42 -0.72 -0.16 -0.394
S -0.224384 1.335098 -0.135001 -4.15 1.47 -2.96 0.844
S 1.934215 -0.826459 -0.320635 1.55 0.29 -1.34 0.935
H -2.048759 0.163394 -1.531535 1.48 0.90 1.34 0.096
H -2.577505 0.534801 0.047067 1.35 -0.08 0.38 0.066
H -1.436518 -0.840242 -0.339231 0.83 0.06 0.88 0.048
H 0.740343 -0.926028 1.539201 0.17 0.08 -0.09 0.014
```
Forces are in eV/Å.

=====

# CH4FNOP2

An isolated molecule of CH4FNOP2 (ωB97M-V/def2-TZVPD, OMol25).

Properties
Gap between HOMO and LUMO (alpha / beta): 7.78 / 8.00 eV
Energy: -25930.81154 eV
ΔE to the lowest compared entry with this formula, charge and spin: 48.8 kcal per mole

```
10
Properties=species:S:1:pos:R:3:forces:R:3:lowdin_charge:R:1
C -0.244490 0.181301 -0.578616 -1.00 0.13 -0.28 -0.196
N 2.276097 -0.049137 1.140548 1.07 -0.50 -0.05 -0.248
O -0.444509 -0.252758 0.745083 1.01 -1.20 2.55 -0.464
F 1.826816 -3.184834 2.585803 -0.20 0.01 -2.10 -0.522
P 1.505738 -2.808231 0.954225 0.39 0.84 2.89 0.812
P 0.969481 -0.745392 1.590529 -3.47 1.01 -1.02 0.362
H 0.825407 -0.102217 -0.723193 -0.94 0.93 -1.55 0.049
H -0.544330 1.244260 -0.589731 1.17 -0.03 -0.16 0.082
H -1.082089 -0.221320 -1.223205 1.46 -0.48 0.37 0.093
H 0.371049 -0.455658 2.882307 0.50 -0.69 -0.66 0.032
```
Forces are in eV/Å.

=====

# CH4FNS

A cluster of 2 separate species, CH4FNS in total (ωB97M-V/def2-TZVPD, OMol25).

Properties
Gap between HOMO and LUMO (alpha / beta): 8.11 / 6.77 eV
Energy: -16140.99402 eV
ΔE to the lowest compared entry with this formula, charge and spin: 84.2 kcal per mole

```
8
Properties=species:S:1:pos:R:3:forces:R:3:lowdin_charge:R:1
C -0.063556 -0.595950 -0.512444 2.62 -1.19 -0.44 -0.214
N -0.777555 0.390495 0.199511 0.15 -1.22 2.03 -0.518
F 2.026473 1.358298 0.805419 -1.46 -0.52 0.58 -0.475
S -0.329926 0.514232 1.732549 0.57 1.39 -0.99 0.880
H 0.980081 -0.316730 -0.250771 -0.11 -0.26 -0.71 0.055
H -0.116090 -1.644460 -0.131949 -0.73 0.81 -0.26 0.099
H -0.181776 -0.534259 -1.583965 -0.31 -0.03 -0.21 0.086
H -1.537651 0.828374 -0.258350 -0.73 1.02 0.00 0.087
```
Forces are in eV/Å.

=====

# CH4FNS

A cluster of 2 separate species, CH4FNS in total (ωB97M-V/def2-TZVPD, OMol25).

Properties
Gap between HOMO and LUMO: 10.37 eV
Energy: -16142.57758 eV
ΔE to the lowest compared entry with this formula, charge and spin: 47.7 kcal per mole

```
8
Properties=species:S:1:pos:R:3:forces:R:3:lowdin_charge:R:1
C -1.383279 -0.556104 -0.026779 0.34 -3.24 -2.87 -0.043
N 2.112897 1.052970 -1.234465 -0.06 0.03 -0.19 -0.389
F 3.060576 0.596004 1.236198 -1.11 0.70 -0.93 -0.507
S 1.892086 1.321509 0.148538 1.18 -0.73 1.11 0.909
H -1.109544 0.424303 -0.131850 1.00 2.37 0.21 -0.045
H -2.101953 -0.748833 -0.885465 1.28 -0.26 0.74 0.055
H -1.925074 -0.781688 0.794706 -2.00 0.07 2.96 -0.035
H -0.545708 -1.308162 0.099119 -0.64 1.07 -1.02 0.053
```
Forces are in eV/Å.

=====

# CH4I2Si

A structure of composition CH4I2Si (ωB97M-V/def2-TZVPD, OMol25).

Properties
Gap between HOMO and LUMO (alpha / beta): 6.96 / 6.96 eV
Energy: -25180.37331 eV
ΔE to the lowest compared entry with this formula, charge and spin: 62.1 kcal per mole

```
8
Properties=species:S:1:pos:R:3:forces:R:3:lowdin_charge:R:1
C 0.963251 -0.402196 0.535692 -1.02 2.33 0.05 -0.287
Si -0.358180 0.386137 -0.594959 -2.51 0.05 3.40 0.313
I -1.194512 2.796616 0.149024 0.76 -2.07 -0.66 0.237
I -2.917326 -1.729718 -0.026602 1.66 1.42 -0.38 -0.226
H 1.436457 -1.018565 -0.158977 0.56 -2.33 -0.56 -0.010
H 1.704327 0.389874 0.502997 0.26 0.67 0.66 0.011
H 0.762895 -0.696313 1.600704 -0.06 0.00 -1.52 0.074
H -0.396912 0.274162 -2.007877 0.34 -0.07 -0.99 -0.110
```
Forces are in eV/Å.